Below is C16H24F12N2O13PS2 as an isolated structure at a distorted geometry, with properties calculated with ωB97M-V with the def2-TZVPD basis set.

Computed properties:
net charge: -1
E_tot: -4047.94094 a.u.
gap between HOMO and LUMO: 7.64 eV
HOMO level: -5.900 eV

Last column: Löwdin charge in e.
Atoms and positions in Å:
S (1.685, 1.051, -0.220)  0.349
S (-0.380, 2.791, -0.523)  0.430
P (3.341, 2.411, 0.212)  0.629
F (-0.745, -7.809, 5.493)  0.170
F (0.702, 0.618, 6.301)  0.151
F (0.682, 9.749, -4.291)  0.160
F (2.658, 9.701, -3.417)  0.167
F (1.966, 1.153, 4.629)  0.183
F (-1.047, -5.862, 6.391)  0.157
F (-1.038, 0.506, -8.053)  0.156
F (0.633, 1.860, -8.301)  0.164
F (-1.233, -6.112, 4.239)  0.166
F (-0.186, 1.185, 4.404)  0.171
F (2.417, 9.434, -5.551)  0.154
F (-0.588, 1.972, -6.521)  0.170
O (0.289, -0.371, -5.654)  0.042
O (-3.440, -7.531, 4.489)  0.034
O (-3.568, -6.791, 6.618)  0.172
O (-0.107, -1.612, 5.112)  0.028
O (0.773, 7.170, -4.883)  0.032
O (-0.956, 3.606, -1.555)  -0.323
O (1.949, -0.205, -7.175)  0.159
O (1.039, 0.739, 1.034)  -0.375
O (2.190, -0.095, -0.939)  -0.390
O (1.610, -1.366, 3.681)  0.181
O (-1.535, 1.815, -0.014)  -0.173
O (2.535, 7.005, -3.478)  0.172
O (0.079, 3.507, 0.641)  -0.327
N (0.730, 1.877, -1.221)  -0.356
N (3.232, 3.080, 1.613)  -0.335
C (-0.258, 5.319, -3.637)  -0.069
C (2.030, -0.775, -3.984)  -0.061
C (1.881, 9.156, -4.350)  -0.544
C (1.775, 7.630, -4.158)  -0.412
C (-0.042, 1.138, -7.408)  -0.546
C (1.011, -1.386, -4.918)  -0.186
C (-0.238, -2.987, 4.717)  -0.199
C (-2.968, -6.991, 5.603)  -0.397
C (0.550, 5.736, -4.845)  -0.182
C (0.881, 0.107, -6.730)  -0.410
C (0.861, -0.927, 4.499)  -0.389
C (-5.727, -6.725, 4.234)  -0.059
C (0.750, -3.872, 5.445)  -0.063
C (-1.468, -6.682, 5.426)  -0.538
C (-4.830, -7.912, 4.508)  -0.196
C (0.842, 0.540, 4.965)  -0.548
H (-1.445, 1.763, 0.948)  0.076
H (4.524, 1.667, 0.000)  -0.030
H (1.467, -2.090, -5.614)  0.120
H (2.505, -1.545, -3.380)  0.083
H (2.804, -0.246, -4.543)  0.081
H (-1.197, 5.873, -3.600)  0.088
H (0.649, -3.750, 6.523)  0.086
H (-0.134, -3.076, 3.637)  0.130
H (-5.072, -8.388, 5.457)  0.124
H (1.775, -3.610, 5.180)  0.084
H (0.277, 5.521, -2.713)  0.078
H (2.405, 2.763, 2.109)  -0.053
H (-6.767, -7.045, 4.172)  0.082
H (0.256, -1.925, -4.351)  0.125
H (0.008, 5.509, -5.762)  0.120
H (-4.936, -8.660, 3.726)  0.124
H (-5.449, -6.247, 3.294)  0.085
H (3.315, 3.376, -0.815)  -0.017
H (1.505, 5.215, -4.890)  0.124
H (-1.258, -3.267, 4.975)  0.119
H (-5.641, -5.978, 5.022)  0.079
H (0.593, -4.905, 5.188)  0.048
H (-0.477, 4.258, -3.675)  0.067
H (1.558, -0.057, -3.316)  0.059

=====

Below is C16H24F6Na2O12P as an isolated structure at a distorted geometry, with properties calculated with ωB97M-V with the def2-TZVPD basis set.

Computed properties:
net charge: +1
E_tot: -2791.82489 a.u.
ΔE to the lowest compared entry with this formula, charge and spin: 1057.4 kJ/mol
gap between HOMO and LUMO: 7.61 eV
HOMO level: -11.645 eV

Last column: Löwdin charge in e.
Atoms and positions in Å:
P (-1.131, 0.239, -1.038)  0.330
Na (-3.733, -0.080, -0.363)  0.766
Na (0.878, 1.620, -1.286)  0.362
F (-0.895, 0.791, -2.534)  -0.129
F (-0.729, 1.717, -0.498)  -0.094
F (-1.565, -0.335, 0.417)  -0.140
F (-2.650, 0.709, -1.298)  -0.194
F (-1.714, -1.107, -1.650)  -0.069
F (0.391, -0.324, -0.943)  -0.130
O (0.821, 3.652, -1.858)  0.145
O (0.882, 2.097, -3.502)  0.027
O (-0.158, -3.475, 3.225)  0.111
O (-0.105, 3.943, -4.019)  0.094
O (1.828, -2.917, 0.971)  0.105
O (1.896, 0.971, 0.175)  0.075
O (0.155, 0.735, 1.701)  0.076
O (-1.418, -2.945, 1.493)  0.061
O (0.757, 2.784, 0.952)  0.076
O (2.703, -0.941, 1.187)  0.122
O (-0.452, -5.005, 1.472)  0.133
O (2.797, -2.405, 2.991)  0.089
C (0.644, -2.763, -1.048)  0.011
C (-0.847, 1.640, 2.110)  -0.300
C (0.005, 3.231, -5.239)  -0.088
C (1.033, 1.417, 0.899)  -0.405
C (1.995, -2.430, -0.340)  -0.246
C (0.360, -1.249, 3.990)  0.006
C (-0.709, -2.291, 3.599)  -0.322
C (-1.205, 1.189, 3.486)  -0.018
C (-0.485, 0.776, -4.882)  0.003
C (-0.287, 3.060, 1.829)  -0.047
C (0.598, 1.920, -4.879)  -0.239
C (-1.545, -1.850, 2.416)  -0.104
C (2.416, -2.080, 1.820)  -0.493
C (0.605, 3.295, -3.018)  -0.454
C (2.287, -0.990, -0.129)  -0.183
C (-0.635, -3.899, 1.999)  -0.487
H (1.542, 1.605, -5.326)  0.169
H (-1.589, 0.173, 3.582)  0.074
H (3.056, -0.725, -0.855)  0.164
H (0.820, -1.464, 4.955)  0.109
H (-0.359, 1.140, 4.171)  0.096
H (-0.695, 0.540, -5.926)  0.100
H (-0.986, 3.091, -5.671)  0.148
H (1.457, -0.288, -0.211)  -0.011
H (0.459, -3.836, -1.000)  0.100
H (0.708, 3.784, -5.861)  0.149
H (-1.006, 3.771, 1.423)  0.152
H (-0.272, -0.121, -4.300)  0.085
H (-0.011, 3.447, 2.811)  0.146
H (-0.124, -2.293, -0.434)  0.050
H (2.867, -2.879, -0.816)  0.161
H (-1.240, -0.960, 1.865)  0.071
H (-1.730, 1.390, 1.522)  0.127
H (-0.021, -0.234, 4.104)  0.017
H (-2.586, -1.647, 2.671)  0.134
H (-1.472, -2.454, 4.360)  0.158
H (-1.951, 1.856, 3.919)  0.115
H (0.559, -2.454, -2.090)  0.087
H (1.151, -1.263, 3.240)  0.060
H (-1.367, 1.120, -4.342)  0.086

=====

Below is one molecule with the formula C16H24N2O4, with properties calculated with ωB97M-V with the def2-TZVPD basis set.

Computed properties:
E_tot: -1034.62862 a.u.
ΔE to the lowest compared entry with this formula, charge and spin: 0.0 kJ/mol
structure (SMILES): CCCCNC(=O)O[C@H](C)CNC(=O)Oc1cccc(C)c1
gap between HOMO and LUMO: 9.69 eV
HOMO level: -8.842 eV

Last column: Löwdin charge in e.
Atoms and positions in Å:
O (0.817, -1.802, -1.663)  0.086
O (1.532, 0.238, -2.381)  0.109
O (1.418, -0.703, 1.289)  0.086
O (2.464, 1.114, 0.418)  0.030
N (2.902, -1.199, -1.262)  0.097
N (0.256, 1.091, 0.518)  0.101
C (3.920, -0.222, -0.963)  -0.115
C (-1.153, 1.650, 3.112)  -0.269
C (-1.477, -2.169, -1.299)  0.018
C (1.373, 0.394, 0.782)  -0.584
C (-3.131, -1.490, -2.884)  -0.057
C (3.714, 0.428, 0.419)  -0.343
C (-1.828, 1.537, 1.747)  -0.199
C (-2.138, -0.981, -3.700)  -0.068
C (1.724, -0.808, -1.816)  -0.566
C (-1.070, 0.600, 0.807)  -0.182
C (-2.810, -2.094, -1.672)  -0.281
C (4.810, 1.436, 0.732)  -0.027
C (-3.882, -2.664, -0.794)  -0.048
C (-0.806, -1.059, -3.331)  -0.008
C (-0.484, -1.650, -2.120)  -0.225
C (-1.911, 2.590, 4.041)  -0.117
H (0.358, 1.960, 0.018)  0.161
H (3.854, 0.552, -1.732)  0.135
H (-2.926, 2.232, 4.201)  0.070
H (-4.176, -3.648, -1.158)  0.084
H (4.899, -0.704, -1.003)  0.130
H (-2.843, 1.156, 1.869)  0.114
H (-4.166, -1.420, -3.186)  0.109
H (3.673, -0.357, 1.188)  0.148
H (5.776, 0.940, 0.748)  0.082
H (-1.895, 2.527, 1.290)  0.113
H (-0.033, -0.657, -3.965)  0.114
H (4.629, 1.893, 1.700)  0.084
H (-0.940, -0.380, 1.272)  0.121
H (-1.965, 3.589, 3.614)  0.070
H (4.818, 2.215, -0.025)  0.086
H (-1.092, 0.659, 3.564)  0.113
H (-3.530, -2.770, 0.228)  0.075
H (-1.415, 2.656, 5.006)  0.067
H (-1.626, 0.475, -0.130)  0.118
H (-2.400, -0.518, -4.640)  0.105
H (-0.132, 2.014, 2.978)  0.105
H (-4.765, -2.028, -0.802)  0.078
H (-1.187, -2.626, -0.366)  0.128
H (2.842, -2.001, -0.649)  0.153

=====

Below is a 2-piece molecular cluster, C16H24N4O3 overall at a distorted geometry, with properties calculated with ωB97M-V with the def2-TZVPD basis set.

Computed properties:
E_tot: -1068.85813 a.u.
ΔE to the lowest compared entry with this formula, charge and spin: 96.4 kJ/mol
structure (SMILES): CNC(=O)[C@@H](NC(C)=O)[C@@H](C)O.Cn1ccc2cc(N)ccc21
gap between HOMO and LUMO: 7.76 eV
HOMO level: -7.337 eV

Last column: Löwdin charge in e.
Atoms and positions in Å:
O (1.655, 3.306, 1.999)  0.035
O (1.205, 1.485, -1.992)  -0.016
O (4.176, -0.239, -1.503)  0.065
N (-5.833, -0.579, -1.968)  0.074
N (1.951, 1.404, 0.946)  0.117
N (4.676, 1.242, 0.102)  0.020
N (-1.891, -2.216, 1.573)  -0.111
C (2.406, 3.583, -0.218)  0.008
C (1.345, 0.296, -1.259)  -0.382
C (2.350, 0.419, -0.093)  -0.146
C (-4.341, 0.045, -0.180)  -0.042
C (-2.677, -3.803, 0.189)  -0.031
C (-3.364, -2.559, -0.092)  -0.193
C (1.979, 2.739, 0.969)  -0.559
C (-4.848, -0.921, -1.057)  -0.347
C (6.088, 1.387, -0.243)  -0.049
C (-0.051, -0.091, -0.778)  -0.038
C (-4.361, -2.230, -1.013)  0.014
C (3.811, 0.470, -0.571)  -0.461
C (-1.788, -3.558, 1.207)  -0.072
C (-2.857, -1.601, 0.779)  -0.222
C (-3.341, -0.290, 0.744)  -0.019
C (-1.130, -1.566, 2.646)  -0.024
H (6.580, 0.414, -0.205)  0.086
H (-2.952, 0.458, 1.427)  0.104
H (6.582, 2.068, 0.451)  0.085
H (1.691, -0.483, -1.939)  0.148
H (4.320, 1.776, 0.880)  0.125
H (1.613, 1.013, 1.812)  0.144
H (0.468, 1.970, -1.615)  0.083
H (3.028, 3.032, -0.915)  0.066
H (-1.801, -1.291, 3.467)  0.091
H (-0.454, 0.659, -0.099)  0.077
H (-0.717, -0.195, -1.636)  0.097
H (6.179, 1.781, -1.257)  0.089
H (2.961, 4.445, 0.148)  0.090
H (-6.024, -1.233, -2.724)  0.093
H (-1.122, -4.291, 1.653)  0.116
H (-0.002, -1.054, -0.269)  0.081
H (-0.640, -0.663, 2.270)  0.067
H (-4.749, -2.987, -1.684)  0.113
H (-0.363, -2.241, 3.036)  0.088
H (1.516, 3.931, -0.737)  0.086
H (-2.843, -4.752, -0.311)  0.099
H (2.302, -0.548, 0.404)  0.158
H (-6.003, 0.411, -2.133)  0.091
H (-4.728, 1.058, -0.211)  0.103